Computed, not measured: a molecular structure, C21H25BCl4EuN10O2, with wB97M-V/def2-TZVPD.

Geometry as ORCA input:
```
! wB97M-V def2-TZVPD RIJCOSX def2/J DEFGRID3
* xyz -2 8
Eu -1.019 -1.276 0.562
C -0.377 -4.034 -1.987
C 0.136 -2.722 -2.535
C 0.547 -2.330 -3.828
C 0.784 -0.971 -3.731
C 1.216 -0.029 -4.813
N 0.555 -0.588 -2.450
N 0.170 -1.671 -1.741
B 0.747 0.810 -1.786
N 1.694 0.727 -0.566
N 1.386 -0.007 0.532
C 2.394 0.084 1.384
C 2.348 -0.651 2.689
C 3.405 0.885 0.832
C 2.902 1.290 -0.396
C 3.542 2.156 -1.431
N -0.529 1.622 -1.363
N -1.239 1.346 -0.234
C -2.110 2.335 -0.064
C -3.097 2.311 1.065
C -1.988 3.284 -1.101
C -0.984 2.792 -1.897
C -0.377 3.411 -3.100
H -0.748 -4.678 -2.788
H 0.422 -4.589 -1.473
H -1.194 -3.882 -1.286
H 0.532 -2.942 -4.705
H 1.282 -0.519 -5.786
H 0.486 0.786 -4.913
H 2.170 0.440 -4.564
H 1.300 1.447 -2.619
H 1.356 -1.016 2.896
H 3.033 -1.513 2.709
H 2.598 -0.007 3.527
H 4.301 1.214 1.300
H 4.535 2.451 -1.060
H 3.649 1.660 -2.383
H 2.951 3.051 -1.628
H -2.653 1.754 1.914
H -3.352 3.293 1.452
H -4.018 1.811 0.781
H -2.559 4.181 -1.232
H -0.865 4.334 -3.365
H 0.682 3.656 -2.949
H -0.436 2.750 -3.966
N 0.915 -3.253 1.106
H 1.511 -3.176 1.905
H 1.459 -3.488 0.285
H 0.258 -4.003 1.318
Cl -3.906 -0.916 1.996
C -3.958 -2.373 2.976
Cl -4.420 -1.825 4.602
Cl -5.229 -3.421 2.269
C -2.655 -3.285 3.071
O -2.714 -4.125 3.963
O -1.785 -3.103 2.196
Cl -3.349 -1.773 -1.497
N -0.985 0.066 3.074
C -0.528 0.879 3.735
C 0.084 1.818 4.591
C 0.001 1.566 5.969
N -0.188 1.207 7.048
C 0.694 2.938 4.001
N 1.221 3.817 3.487
*
```

Values from the calculation:
<S²>: 15.759
HOMO level (alpha / beta): -1.65 / -2.94 eV
Gap between HOMO and LUMO (alpha / beta): 0.2104 / 0.2580 hartree
Energy above the lowest of the compared OMol25 structures with the same formula, charge and spin: 0.0 kcal per mole